Formula: C8H13Cl
Source: OMol25
Level of theory: ωB97M-V with the def2-TZVPD basis set

The geometry in XYZ format:
```
22
Properties=species:S:1:pos:R:3
C 2.129 -0.997 -0.777
C 0.970 -0.474 0.032
C 0.044 -1.617 0.494
C 0.648 0.819 0.248
C -0.644 1.115 1.065
C 1.541 1.910 -0.142
H 1.857 -1.556 -1.662
H 2.683 -1.682 -0.068
H 2.720 -0.119 -1.039
H 0.548 -2.637 0.262
H -0.893 -1.521 -0.116
H -0.424 -1.496 1.490
H -0.282 1.482 1.961
H -1.276 0.243 1.214
H -1.255 1.844 0.456
H 2.240 1.574 -1.006
H 2.079 2.228 0.639
H 0.929 2.704 -0.500
C -3.074 -0.205 -1.303
C -3.688 -0.511 -0.286
Cl -4.551 -0.927 1.026
H -2.302 -0.178 -1.989
```

Values from the calculation:
HOMO level = -8.34 eV
total energy = -21025.400 eV
Kohn-Sham gap = 9.078 eV
SMILES string = CC(C)=C(C)C.C#CCl
max |F| = 4.6 eV Å⁻¹
molar mass = 144.645 g/mol